1.
Density functional theory data (ωB97M-V with the def2-TZVPD basis set) for 2 unconnected molecules or ions with the total composition C7H16N2O2 in a non-equilibrium geometry.

As for the LUMO energy: 0.808 eV. The SMILES is CCN(C)C(C)=O.CC(N)=O. As for the spin multiplicity: 1. The energy above the lowest of the compared OMol25 structures with the same formula, charge and spin is 1.8112 eV. The value obtained for the HOMO-LUMO gap is 9.6603 eV.

Last column: natural (NBO) charge in e.
Element x y z (Å)
1 C 1.44 0.15 1.96  -0.198
2 C 0.66 -1.16 1.81  -0.641
3 C 1.59 2.29 1.11  -0.453
4 C -1.77 0.72 1.35  -0.757
5 C -0.55 1.30 0.71  0.704
6 O -0.51 1.87 -0.34  -0.575
7 N 0.61 1.32 1.57  -0.491
8 H 1.83 0.31 2.96  0.191
9 H 2.35 0.02 1.35  0.183
10 H -0.02 -1.18 0.94  0.263
11 H -0.13 -1.25 2.55  0.183
12 H 2.45 2.59 1.67  0.222
13 H -1.76 -0.22 1.93  0.250
14 H 1.37 -1.99 2.05  0.214
15 H 1.68 2.19 0.03  0.214
16 H 1.20 3.37 1.22  0.193
17 H -2.24 1.19 2.23  0.258
18 H -2.57 0.42 0.65  0.228
19 C 0.37 -1.02 -3.16  -0.722
20 C -0.35 -1.54 -1.97  0.688
21 O 0.12 -1.73 -0.86  -0.639
22 N -1.62 -2.02 -2.23  -0.830
23 H -0.35 -0.85 -3.96  0.214
24 H 1.28 -1.58 -3.39  0.254
25 H -2.03 -2.35 -1.36  0.401
26 H -2.15 -1.67 -3.00  0.393
27 H 0.70 0.02 -2.88  0.252

=====

2.
Density functional theory data (ωB97M-V with the def2-TZVPD basis set) for 2 unconnected molecules or ions with the total composition C7H16N2O2 in a non-equilibrium geometry.

As for the LUMO energy: 0.116 eV. The SMILES is CC(C)=NN=O.CC(C)(C)O. As for the spin multiplicity: 1. The energy above the lowest of the compared OMol25 structures with the same formula, charge and spin is 5.1644 eV. The value obtained for the HOMO-LUMO gap is 8.8583 eV.

Last column: natural (NBO) charge in e.
Element x y z (Å)
1 C -0.37 -2.30 1.75  -0.658
2 C 0.74 -4.52 1.85  -0.663
3 C -0.41 1.48 -2.58  -0.622
4 C -2.02 0.84 -0.66  -0.620
5 C -0.47 2.77 -0.36  -0.622
6 C 0.64 -3.23 1.09  0.307
7 C -0.67 1.42 -1.06  0.242
8 N 1.02 -2.92 -0.04  -0.156
9 N 1.46 -2.22 -0.92  0.213
10 O 1.27 -2.44 -2.14  -0.444
11 O 0.29 0.61 -0.47  -0.731
12 H -1.23 -2.95 1.97  0.222
13 H 0.15 -1.96 2.61  0.226
14 H -0.68 -1.44 1.13  0.238
15 H 1.68 -5.12 1.62  0.242
16 H -0.22 -5.20 1.70  0.251
17 H 0.79 -4.13 2.86  0.227
18 H 0.59 1.92 -2.74  0.215
19 H -0.52 0.58 -3.07  0.212
20 H -1.04 2.20 -3.00  0.203
21 H -2.83 1.35 -1.07  0.207
22 H -2.12 0.86 0.47  0.206
23 H -2.15 -0.23 -0.95  0.196
24 H 0.49 3.06 -0.56  0.209
25 H -1.08 3.72 -0.50  0.219
26 H -0.46 2.42 0.76  0.213
27 H 0.19 -0.32 -0.80  0.466

=====

3.
Density functional theory data (ωB97M-V with the def2-TZVPD basis set) for 2 unconnected molecules or ions with the total composition C7H16N2OS in a non-equilibrium geometry.

As for the LUMO energy: 0.607 eV. The SMILES is C/[N+]([S-])=C\O.C/N=C/C(C)C. As for the spin multiplicity: 1. The energy above the lowest of the compared OMol25 structures with the same formula, charge and spin is 2.4451 eV. The value obtained for the HOMO-LUMO gap is 8.0020 eV.

Last column: natural (NBO) charge in e.
Element x y z (Å)
1 C 0.66 -0.73 -0.61  0.120
2 C -2.46 1.23 -0.53  0.431
3 C 2.84 -0.25 0.35  -0.574
4 C 1.76 1.77 -0.86  -0.612
5 C -1.30 -2.22 -0.47  -0.457
6 C -2.81 0.05 1.49  -0.482
7 C 1.48 0.42 -0.03  -0.274
8 N -0.36 -1.18 -0.02  -0.464
9 N -3.33 0.58 0.19  -0.430
10 O -1.41 1.86 -0.06  -0.672
11 S -4.69 -0.19 -0.39  -0.252
12 H 0.89 -1.27 -1.50  0.152
13 H -2.55 1.50 -1.51  0.183
14 H 3.51 -0.67 -0.51  0.195
15 H 2.67 -1.06 0.93  0.202
16 H 3.39 0.36 0.92  0.201
17 H 2.37 1.60 -1.79  0.213
18 H 2.27 2.44 -0.19  0.222
19 H 0.77 2.01 -1.25  0.226
20 H -1.00 -2.48 -1.53  0.180
21 H -1.15 -2.90 0.34  0.222
22 H -2.36 -1.69 -0.52  0.240
23 H -1.90 -0.48 1.43  0.245
24 H -2.93 0.80 2.35  0.220
25 H -3.45 -0.69 1.87  0.245
26 H 1.15 0.62 0.99  0.208
27 H -0.85 1.27 0.47  0.510

=====

4.
Density functional theory data (ωB97M-V with the def2-TZVPD basis set) for a gas-phase ion, C7H16N4 (charge +2) in a non-equilibrium geometry.

As for the LUMO energy (alpha / beta): -8.161 / -8.161 eV. The SMILES is C/C=[NH+]/N=C\N(C)[NH+]=C(C)C. As for the spin multiplicity: 1. The energy above the lowest of the compared OMol25 structures with the same formula, charge and spin is 7.1332 eV. The charge is +2. The value obtained for the HOMO-LUMO gap (alpha / beta) is 8.7452 / 8.7445 eV.

Last column: natural (NBO) charge in e.
Element x y z (Å)
1 C -0.09 2.11 0.20  0.344
2 C 4.59 -0.43 -0.32  -0.532
3 C 3.00 0.36 0.07  0.260
4 C -1.70 -2.22 -0.61  -0.718
5 C -1.47 -0.77 1.38  -0.734
6 C -2.61 2.02 -0.19  -0.400
7 C -1.32 -0.89 -0.11  0.530
8 N 1.11 1.74 0.29  -0.332
9 N -1.18 1.46 -0.23  -0.246
10 N -1.19 0.20 -0.81  -0.345
11 N 1.72 0.82 -0.41  -0.332
12 H -0.43 2.99 0.57  0.229
13 H 5.39 0.40 -0.11  0.284
14 H 4.82 -1.00 0.56  0.265
15 H 4.62 -0.75 -1.27  0.230
16 H 3.14 0.52 1.13  0.198
17 H -2.76 -2.23 -0.74  0.305
18 H -1.00 -2.44 -1.47  0.266
19 H -1.55 -3.08 0.14  0.295
20 H -0.41 -1.09 1.78  0.300
21 H -2.03 -1.57 1.86  0.299
22 H -1.62 0.30 1.81  0.270
23 H -2.67 3.03 -0.24  0.251
24 H -2.95 1.84 -1.20  0.232
25 H -3.13 1.69 0.60  0.224
26 H 1.79 0.74 -1.37  0.415
27 H -1.29 0.05 -1.86  0.444

=====

5.
Density functional theory data (ωB97M-V with the def2-TZVPD basis set) for C7H16N4Si in the gas phase in a non-equilibrium geometry.

As for the LUMO energy: 0.677 eV. The SMILES is CN[Si](NC)(NC)[C@H]1C=CN=C1. As for the spin multiplicity: 1. The energy above the lowest of the compared OMol25 structures with the same formula, charge and spin is 0.8771 eV. The value obtained for the HOMO-LUMO gap is 9.0486 eV.

Last column: natural (NBO) charge in e.
Element x y z (Å)
1 C 0.45 1.79 -0.03  -0.712
2 C -0.54 2.62 -0.79  -0.251
3 C 0.66 2.83 1.12  0.103
4 C -0.83 3.73 -0.08  -0.085
5 C 0.60 -1.54 2.41  -0.399
6 C -2.48 -0.85 -0.75  -0.413
7 C 1.64 -2.24 -1.64  -0.396
8 N -0.01 3.92 1.04  -0.424
9 N -0.22 -0.85 1.47  -1.106
10 N -1.07 -0.97 -1.14  -1.112
11 N 1.48 -1.36 -0.56  -1.086
12 Si 0.11 -0.44 -0.13  2.139
13 H 1.47 1.92 -0.60  0.266
14 H -1.00 2.30 -1.75  0.210
15 H 1.45 2.66 1.76  0.169
16 H -1.44 4.50 -0.21  0.191
17 H 1.36 -0.79 2.80  0.167
18 H -0.06 -2.01 3.12  0.208
19 H 1.35 -2.16 1.79  0.199
20 H -2.80 -1.69 -1.27  0.209
21 H -2.47 -1.11 0.31  0.198
22 H -2.93 0.10 -0.84  0.193
23 H 2.63 -2.29 -2.31  0.185
24 H 1.59 -3.28 -1.27  0.174
25 H 0.73 -2.23 -2.26  0.198
26 H -0.94 -0.32 1.87  0.386
27 H -0.96 -0.94 -2.15  0.397
28 H 2.24 -1.30 0.09  0.389

=====

6.
Density functional theory data (ωB97M-V with the def2-TZVPD basis set) for a gas-phase ion, C7H16NS (charge +1) in a non-equilibrium geometry.

As for the LUMO energy: -4.007 eV. The SMILES is CC(C)=[NH+]CC(C)(C)S. As for the spin multiplicity: 1. The energy above the lowest of the compared OMol25 structures with the same formula, charge and spin is 1.8410 eV. The charge is +1. The value obtained for the HOMO-LUMO gap is 8.5198 eV.

Last column: natural (NBO) charge in e.
Element x y z (Å)
1 C 0.14 0.81 0.56  -0.289
2 C 0.82 1.40 -0.70  -0.071
3 C -0.94 -1.40 0.82  0.490
4 C -0.09 1.59 -1.91  -0.642
5 C 2.12 0.59 -1.00  -0.693
6 C -2.18 -0.91 1.40  -0.723
7 C -0.83 -2.90 0.61  -0.667
8 N 0.04 -0.62 0.51  -0.449
9 S 1.33 3.17 -0.19  -0.010
10 H 0.97 1.09 1.26  0.241
11 H -0.87 1.35 0.72  0.252
12 H -0.65 2.56 -1.80  0.240
13 H -0.73 0.76 -2.09  0.214
14 H 0.46 1.49 -2.72  0.227
15 H 1.92 -0.23 -1.74  0.226
16 H 2.64 0.32 -0.10  0.215
17 H 2.92 1.27 -1.53  0.273
18 H -2.54 0.17 1.19  0.283
19 H -1.90 -0.78 2.49  0.288
20 H -2.91 -1.67 1.41  0.262
21 H -1.71 -3.21 -0.23  0.281
22 H -1.03 -3.29 1.57  0.259
23 H 0.11 -3.23 0.20  0.245
24 H 0.89 -1.07 0.29  0.425
25 H 2.01 2.73 0.98  0.121

=====

7.
Density functional theory data (ωB97M-V with the def2-TZVPD basis set) for a gas-phase ion, C7H16NSe (charge +1) in a non-equilibrium geometry.

As for the LUMO energy: -5.681 eV. As for the spin multiplicity: 1. The energy above the lowest of the compared OMol25 structures with the same formula, charge and spin is 1.7310 eV. The charge is +1. The value obtained for the HOMO-LUMO gap is 7.2457 eV.

Last column: natural (NBO) charge in e.
Element x y z (Å)
1 C -0.74 -2.03 0.27  -0.247
2 C -2.24 -1.65 0.51  -0.505
3 C 1.13 -0.78 -0.53  -0.205
4 C -2.10 1.38 0.46  -0.122
5 C -1.91 2.81 0.15  -0.771
6 C 3.18 0.41 -1.11  -0.605
7 C 2.16 0.22 0.01  -0.382
8 N 0.19 -0.96 0.51  -0.649
9 Se -2.63 0.00 -0.65  0.671
10 H -0.46 -2.84 0.84  0.218
11 H -0.71 -2.49 -0.82  0.197
12 H -3.03 -2.32 0.11  0.252
13 H -2.25 -1.54 1.61  0.245
14 H 1.67 -1.68 -0.81  0.182
15 H 0.49 -0.37 -1.38  0.177
16 H -2.72 3.49 0.60  0.322
17 H -1.71 3.27 -0.82  0.288
18 H -1.23 3.18 0.98  0.291
19 H 2.61 0.62 -1.94  0.202
20 H 3.84 -0.42 -1.14  0.216
21 H 3.68 1.28 -0.82  0.217
22 H 1.51 1.09 0.18  0.196
23 H 2.60 -0.31 0.91  0.202
24 H -1.97 0.95 1.45  0.239
25 H 0.64 -1.30 1.42  0.372

=====

8.
Density functional theory data (ωB97M-V with the def2-TZVPD basis set) for 2 unconnected molecules or ions with the total composition C7H16O in a non-equilibrium geometry.

As for the LUMO energy: 1.030 eV. The SMILES is C=C(C)OC.CCC. As for the spin multiplicity: 1. The energy above the lowest of the compared OMol25 structures with the same formula, charge and spin is 1.4969 eV. The value obtained for the HOMO-LUMO gap is 9.9703 eV.

Last column: natural (NBO) charge in e.
Element x y z (Å)
1 C -1.49 -0.21 -0.85  -0.401
2 C -0.81 -0.68 -2.13  -0.604
3 C -1.80 1.28 -0.85  -0.605
4 H -2.41 -0.78 -0.69  0.192
5 H -0.84 -0.41 0.03  0.213
6 H -1.49 -0.60 -2.97  0.201
7 H -0.50 -1.71 -2.04  0.209
8 H 0.06 -0.07 -2.35  0.193
9 H -2.57 1.51 -1.59  0.199
10 H -2.14 1.60 0.13  0.210
11 H -0.91 1.85 -1.10  0.195
12 C 0.31 -0.48 2.84  -0.251
13 C 1.69 1.13 -0.15  -0.673
14 C 1.17 -0.05 0.61  0.344
15 C 1.55 -1.31 0.37  -0.546
16 O 0.45 0.39 1.75  -0.534
17 H 1.23 -1.06 3.00  0.180
18 H -0.53 -1.17 2.70  0.173
19 H 0.13 0.14 3.72  0.196
20 H 1.09 2.00 0.10  0.233
21 H 2.72 1.34 0.15  0.231
22 H 1.68 0.95 -1.22  0.222
23 H 2.21 -1.52 -0.44  0.215
24 H 1.20 -2.15 0.94  0.209

=====

9.
Density functional theory data (ωB97M-V with the def2-TZVPD basis set) for 2 unconnected molecules or ions with the total composition C7H16O in a non-equilibrium geometry.

As for the LUMO energy: 0.871 eV. As for the spin multiplicity: 1. The energy above the lowest of the compared OMol25 structures with the same formula, charge and spin is 3.3833 eV. The value obtained for the HOMO-LUMO gap is 9.3977 eV.

Last column: natural (NBO) charge in e.
Element x y z (Å)
1 C -1.08 0.75 0.04  0.093
2 C 1.07 -0.31 -0.14  0.461
3 C -0.29 -1.81 -0.55  -0.826
4 C -1.39 1.09 1.48  -0.644
5 C -1.83 1.64 -0.94  -0.629
6 C 2.17 -0.34 -1.17  -0.672
7 C 1.52 -0.63 1.27  -0.685
8 O 0.29 0.78 -0.31  -0.553
9 H -1.17 -0.53 -0.21  0.231
10 H -0.88 0.44 2.19  0.208
11 H -1.60 1.35 -1.97  0.216
12 H -1.22 -2.25 -0.19  0.224
13 H -0.27 -1.76 -1.63  0.208
14 H 0.41 -2.59 -0.25  0.201
15 H -2.47 1.00 1.65  0.215
16 H -1.09 2.12 1.71  0.208
17 H -2.90 1.53 -0.78  0.211
18 H -1.57 2.69 -0.80  0.207
19 H 2.58 -1.35 -1.24  0.221
20 H 2.99 0.34 -0.90  0.224
21 H 1.79 -0.04 -2.14  0.228
22 H 0.68 -0.81 1.93  0.218
23 H 2.16 -1.51 1.25  0.218
24 H 2.11 0.20 1.68  0.216

=====

10.
Density functional theory data (ωB97M-V with the def2-TZVPD basis set) for a molecular structure, C7H16O2 in a non-equilibrium geometry.

As for the LUMO energy: 0.754 eV. As for the spin multiplicity: 1. The energy above the lowest of the compared OMol25 structures with the same formula, charge and spin is 2.8602 eV. The value obtained for the HOMO-LUMO gap is 9.9666 eV.

Last column: natural (NBO) charge in e.
Element x y z (Å)
1 C 0.43 1.64 -0.18  0.450
2 C 0.04 -1.42 -0.68  0.389
3 C -0.92 -1.64 0.49  -0.436
4 C 0.98 2.12 -1.44  -0.769
5 C 1.37 1.57 0.99  -0.672
6 C -0.99 2.03 0.15  -0.671
7 C -1.33 -3.10 0.63  -0.608
8 O 0.32 -0.09 -0.92  -0.736
9 O 1.23 -2.19 -0.50  -0.737
10 H 1.78 -1.72 0.14  0.459
11 H -0.41 -1.84 -1.59  0.143
12 H -0.43 -1.30 1.41  0.186
13 H -1.80 -1.01 0.34  0.199
14 H 2.34 1.18 0.69  0.229
15 H -1.63 1.90 -0.73  0.234
16 H 2.01 2.43 -1.41  0.222
17 H 0.32 2.77 -2.02  0.223
18 H 0.92 1.03 -1.92  0.368
19 H 1.52 2.59 1.37  0.230
20 H 0.95 0.98 1.80  0.221
21 H -1.38 1.43 0.97  0.222
22 H -1.01 3.08 0.44  0.228
23 H -1.98 -3.25 1.49  0.204
24 H -0.45 -3.73 0.74  0.220
25 H -1.87 -3.44 -0.26  0.201

=====

Which value of spin multiplicity does entry 2 give? 1

=====

Repeat the second record exactly.
Density functional theory data (ωB97M-V with the def2-TZVPD basis set) for 2 unconnected molecules or ions with the total composition C7H16N2O2 in a non-equilibrium geometry.

As for the LUMO energy: 0.116 eV. The SMILES is CC(C)=NN=O.CC(C)(C)O. As for the spin multiplicity: 1. The energy above the lowest of the compared OMol25 structures with the same formula, charge and spin is 5.1644 eV. The value obtained for the HOMO-LUMO gap is 8.8583 eV.

Last column: natural (NBO) charge in e.
Element x y z (Å)
1 C -0.37 -2.30 1.75  -0.658
2 C 0.74 -4.52 1.85  -0.663
3 C -0.41 1.48 -2.58  -0.622
4 C -2.02 0.84 -0.66  -0.620
5 C -0.47 2.77 -0.36  -0.622
6 C 0.64 -3.23 1.09  0.307
7 C -0.67 1.42 -1.06  0.242
8 N 1.02 -2.92 -0.04  -0.156
9 N 1.46 -2.22 -0.92  0.213
10 O 1.27 -2.44 -2.14  -0.444
11 O 0.29 0.61 -0.47  -0.731
12 H -1.23 -2.95 1.97  0.222
13 H 0.15 -1.96 2.61  0.226
14 H -0.68 -1.44 1.13  0.238
15 H 1.68 -5.12 1.62  0.242
16 H -0.22 -5.20 1.70  0.251
17 H 0.79 -4.13 2.86  0.227
18 H 0.59 1.92 -2.74  0.215
19 H -0.52 0.58 -3.07  0.212
20 H -1.04 2.20 -3.00  0.203
21 H -2.83 1.35 -1.07  0.207
22 H -2.12 0.86 0.47  0.206
23 H -2.15 -0.23 -0.95  0.196
24 H 0.49 3.06 -0.56  0.209
25 H -1.08 3.72 -0.50  0.219
26 H -0.46 2.42 0.76  0.213
27 H 0.19 -0.32 -0.80  0.466